Entry one
This record from the Open Molecules 2025 dataset describes a 2-piece molecular cluster, C2H8NO2P overall. The level of theory is ωB97M-V/def2-TZVPD.

CARTESIAN COORDINATES (ANGSTROEM)
P (1.930, 0.191, -0.626)
O (2.782, 0.752, 0.418)
O (1.929, -1.893, -0.096)
N (-0.534, -1.071, -0.342)
C (0.136, 0.154, 0.044)
C (-0.586, 1.444, -0.281)
H (0.137, 0.065, 1.575)
H (-1.510, 1.554, 0.292)
H (-0.587, -1.126, -1.354)
H (-1.483, -1.103, 0.020)
H (2.306, -1.917, 0.792)
H (0.940, -1.979, -0.042)
H (0.063, 2.288, -0.050)
H (-0.831, 1.476, -1.342)

Summary:
Molecular weight   109.06 u
HOMO level   -8.51 eV

These are the Löwdin partial charges, in e, on atoms 1 to 6: P 0.80; O -0.49; O -0.15; N -0.07; C -0.62; C -0.17

Entry two
This record from the Open Molecules 2025 dataset describes a 2-piece molecular cluster, C2H8NO2P overall. The level of theory is ωB97M-V/def2-TZVPD.

CARTESIAN COORDINATES (ANGSTROEM)
P (1.249, -0.106, 0.074)
O (2.801, 0.083, 0.593)
O (1.000, 0.624, -1.172)
N (3.566, 1.068, 0.262)
C (-3.349, 1.136, 0.276)
C (1.226, -1.949, -0.092)
H (1.427, -2.419, 0.865)
H (-4.361, 1.315, -0.059)
H (-3.151, 1.723, 1.164)
H (0.237, -2.220, -0.453)
H (1.978, -2.234, -0.829)
H (-3.225, 0.085, 0.508)
H (-2.651, 1.417, -0.502)
H (3.251, 1.476, -0.635)

Summary:
Molecular weight   109.06 u
HOMO level (alpha / beta)   -9.22 / -9.54 eV

These are the Löwdin partial charges, in e, on atoms 1 to 6: P 0.72; O -0.38; O -0.37; N 0.04; C -0.05; C -0.19

Computed stability ranking, most favorable first: entry one, entry two

Entry one
This record from the Open Molecules 2025 dataset describes a 2-piece molecular cluster, C4H10NOP overall. The level of theory is ωB97M-V/def2-TZVPD.

CARTESIAN COORDINATES (ANGSTROEM)
P (-1.862, -1.375, -0.283)
O (1.270, -0.827, -0.516)
N (-1.686, -0.022, 0.734)
C (1.985, -1.442, 0.446)
C (-1.166, 1.410, -0.997)
C (-1.332, 1.237, 0.279)
C (2.119, -0.006, 0.200)
H (-0.808, 2.379, -1.357)
H (-1.429, 2.144, 0.906)
H (-2.833, -2.074, 0.440)
H (1.569, 0.427, 1.074)
H (-1.107, 0.559, -1.665)
H (2.890, -2.135, 0.234)
H (-1.789, -0.142, 1.712)
H (2.983, 0.486, -0.076)
H (1.491, -1.648, 1.359)
H (-0.875, -2.243, 0.253)

Summary:
Molecular weight   119.10 u
HOMO level   -8.16 eV

These are the Löwdin partial charges, in e, on atoms 1 to 6: P 0.83; O -0.09; N -0.34; C -0.24; C -0.09; C -0.34

Entry two
This record from the Open Molecules 2025 dataset describes one molecule with the formula C4H10NOP. The level of theory is ωB97M-V/def2-TZVPD.

CARTESIAN COORDINATES (ANGSTROEM)
P (-2.426, -0.586, -0.712)
O (-2.152, -1.495, 0.467)
N (-0.997, 0.282, -0.570)
C (0.359, 0.031, 0.101)
C (1.153, 1.350, 0.159)
C (1.153, -1.066, -0.619)
C (-0.161, -0.309, 1.435)
H (0.688, 2.205, 0.739)
H (2.188, 1.229, 0.515)
H (0.479, -1.895, -0.926)
H (-0.492, 0.490, 2.036)
H (-0.907, 0.930, -1.310)
H (-0.117, -1.379, 1.704)
H (-3.472, 0.490, -0.473)
H (1.513, -0.598, -1.601)
H (2.013, -1.378, -0.082)
H (1.178, 1.698, -0.863)

Summary:
Molecular weight   119.10 u
HOMO level (alpha / beta)   -7.71 / -8.25 eV

These are the Löwdin partial charges, in e, on atoms 1 to 6: P 0.68; O -0.49; N -0.20; C -0.64; C -0.05; C -0.04

Computed stability ranking, most favorable first: entry two, entry one

Entry one
This record from the Open Molecules 2025 dataset describes C9H12OSi as an isolated structure. The level of theory is ωB97M-V/def2-TZVPD.

CARTESIAN COORDINATES (ANGSTROEM)
Si (1.548, 1.305, -0.039)
O (2.367, -0.191, -2.739)
C (-3.687, 1.026, 0.129)
C (-1.021, -1.697, 0.942)
C (-2.311, -1.185, 0.806)
C (0.102, -0.937, 0.824)
C (-1.278, 0.897, 0.159)
C (2.688, -0.155, -1.585)
C (0.027, 0.410, 0.439)
C (-2.433, 0.167, 0.442)
C (3.759, -0.818, -0.835)
H (-3.279, 1.950, 0.418)
H (1.466, 2.728, -0.588)
H (-3.891, 1.031, -0.954)
H (4.509, 0.007, -0.901)
H (2.543, 1.498, 1.097)
H (-0.840, -2.755, 1.130)
H (0.919, -1.507, 0.947)
H (-3.217, -1.687, 0.734)
H (4.232, -1.729, -1.405)
H (3.631, -1.056, 0.197)
H (-4.529, 0.726, 0.681)
H (-1.307, 1.972, 0.100)

Summary:
Molecular weight   164.28 u
HOMO level   -7.99 eV

These are the Löwdin partial charges, in e, on atoms 1 to 6: Si 0.78; O 0.03; C -0.03; C -0.08; C -0.02; C -0.13

Entry two
This record from the Open Molecules 2025 dataset describes one molecule with the formula C9H12OSi. The level of theory is ωB97M-V/def2-TZVPD.

CARTESIAN COORDINATES (ANGSTROEM)
Si (-2.108, -0.418, 0.021)
O (-1.059, 0.707, -0.603)
C (2.458, -1.442, 0.705)
C (-2.965, -1.060, -1.580)
C (1.291, -0.670, 0.712)
C (3.636, -0.943, 0.159)
C (3.598, 0.293, -0.464)
C (2.425, 1.098, -0.431)
C (1.216, 0.616, 0.210)
C (-0.071, 1.392, 0.073)
C (-3.155, 0.248, 1.552)
H (-4.086, 0.638, 1.094)
H (-3.705, -0.224, -1.740)
H (-3.515, -0.653, 2.082)
H (-3.221, -2.052, -1.306)
H (-2.207, -1.110, -2.372)
H (0.261, 2.318, -0.648)
H (4.555, 0.486, -0.929)
H (4.633, -1.339, 0.062)
H (-2.472, 0.847, 2.049)
H (-0.317, 1.662, 1.126)
H (2.217, 2.085, -0.840)
H (2.589, -2.477, 1.069)

Summary:
Molecular weight   164.28 u
HOMO level (alpha / beta)   -8.86 / -6.74 eV

These are the Löwdin partial charges, in e, on atoms 1 to 6: Si 0.70; O -0.28; C -0.11; C -0.20; C 0.07; C -0.12

Computed stability ranking, most favorable first: entry one, entry two

Entry one
This record from the Open Molecules 2025 dataset describes one molecule with the formula CH4N2P2. The level of theory is ωB97M-V/def2-TZVPD.

CARTESIAN COORDINATES (ANGSTROEM)
P (1.434, -0.058, -0.583)
P (0.114, -1.581, -0.308)
N (-1.297, -0.996, -0.807)
N (0.781, 1.404, 1.766)
C (0.803, 1.224, 0.591)
H (1.043, 1.108, 2.801)
H (0.863, 0.655, -1.645)
H (-1.669, -0.126, -0.868)
H (-2.073, -1.630, -0.946)

Summary:
Molecular weight   106.00 u
HOMO level (alpha / beta)   -6.57 / -7.05 eV

These are the Löwdin partial charges, in e, on atoms 1 to 6: P 0.41; P 0.40; N -0.36; N 0.01; C -0.49; H 0.15

Entry two
This record from the Open Molecules 2025 dataset describes one molecule with the formula CH4N2P2. The level of theory is ωB97M-V/def2-TZVPD.

CARTESIAN COORDINATES (ANGSTROEM)
P (-0.801, -1.742, -0.891)
P (0.495, 0.041, -1.198)
N (0.496, 1.760, 2.243)
N (-0.053, 1.119, -0.021)
C (-0.024, 1.407, 1.172)
H (-0.096, -2.333, -2.068)
H (-0.001, -2.417, 0.007)
H (-0.242, 0.591, -2.374)
H (0.225, 1.573, 3.130)

Summary:
Molecular weight   106.00 u
HOMO level   -8.47 eV

These are the Löwdin partial charges, in e, on atoms 1 to 6: P 0.43; P 0.49; N 0.15; N -0.30; C -0.35; H -0.13

Computed stability ranking, most favorable first: entry two, entry one

Entry one
This record from the Open Molecules 2025 dataset describes C5H10NO2 as an isolated structure. The level of theory is ωB97M-V/def2-TZVPD.

CARTESIAN COORDINATES (ANGSTROEM)
O (-2.992, -0.746, 0.376)
O (2.033, -1.420, 0.206)
N (2.310, 1.307, -0.009)
C (-2.153, -0.030, 1.128)
C (0.818, -0.199, -1.508)
C (1.901, -0.007, -0.259)
C (-0.680, -0.254, 0.630)
C (-0.509, 0.142, -0.851)
H (0.946, -1.180, -2.043)
H (1.348, -0.503, 0.602)
H (0.045, 0.189, 1.412)
H (-0.937, -1.313, 0.701)
H (-2.084, -0.408, 2.147)
H (1.172, 0.656, -2.187)
H (3.304, 1.483, 0.364)
H (-1.544, -0.137, -1.153)
H (-2.458, 1.143, 1.215)
H (-0.522, 1.277, -0.772)

Summary:
Molecular weight   116.14 u
HOMO level (alpha / beta)   -10.04 / -10.05 eV
Expectation value of S²   0.754
2S+1   2

These are the Löwdin partial charges, in e, on atoms 1 to 6: O 0.03; O -0.03; N 0.13; C -0.36; C -0.11; C -0.43

Entry two
This record from the Open Molecules 2025 dataset describes C5H10NO2 as an isolated structure. The level of theory is ωB97M-V/def2-TZVPD.

CARTESIAN COORDINATES (ANGSTROEM)
O (-0.766, -2.059, 1.737)
O (-0.094, 1.791, -2.493)
N (-0.225, -0.603, -2.160)
C (0.042, 0.543, -2.842)
C (0.915, -0.029, -0.113)
C (0.644, 0.153, 1.331)
C (-0.383, -0.475, -0.725)
C (-0.311, 1.188, 1.843)
H (1.676, -0.806, -0.309)
H (-1.310, -2.741, 1.290)
H (1.483, -0.324, 1.883)
H (0.337, 0.319, -3.895)
H (-0.654, -1.548, -0.552)
H (1.259, 0.946, -0.493)
H (-0.573, -0.080, 1.672)
H (-0.048, 1.508, 2.851)
H (-1.109, 0.248, -0.365)
H (-0.881, 1.970, 1.341)

Summary:
Molecular weight   116.14 u
HOMO level (alpha / beta)   -7.90 / -7.86 eV
Expectation value of S²   0.782
2S+1   2

These are the Löwdin partial charges, in e, on atoms 1 to 6: O -0.43; O 0.00; N 0.13; C -0.29; C -0.19; C -0.11

Entry three
This record from the Open Molecules 2025 dataset describes one molecule with the formula C5H10NO2. The level of theory is ωB97M-V/def2-TZVPD.

CARTESIAN COORDINATES (ANGSTROEM)
O (-2.071, -1.945, -0.075)
O (-1.842, -0.952, -2.090)
N (1.517, 1.686, 0.705)
C (0.442, 0.836, 0.096)
C (-0.890, 1.356, 0.597)
C (0.577, -0.671, 0.416)
C (0.099, -1.506, -0.770)
C (-1.479, -1.397, -1.014)
H (1.761, 1.195, 1.561)
H (0.675, -1.326, -1.674)
H (-0.952, 1.242, 1.677)
H (0.015, -0.897, 1.318)
H (0.283, -2.562, -0.686)
H (2.333, 1.622, 0.107)
H (1.615, -0.995, 0.365)
H (-0.974, 2.428, 0.396)
H (-1.739, 0.962, 0.037)
H (0.630, 0.923, -0.965)

Summary:
Molecular weight   116.14 u
HOMO level (alpha / beta)   -9.87 / -9.87 eV
Expectation value of S²   0.756
2S+1   2

These are the Löwdin partial charges, in e, on atoms 1 to 6: O 0.17; O 0.14; N 0.03; C -0.44; C -0.06; C -0.15

Computed stability ranking, most favorable first: entry three, entry two, entry one

Entry one
This record from the Open Molecules 2025 dataset describes one molecule with the formula C5H7NS2. The level of theory is ωB97M-V/def2-TZVPD.

CARTESIAN COORDINATES (ANGSTROEM)
S (1.850, -1.242, -0.745)
S (-1.954, -1.317, -0.487)
N (1.457, -1.395, 0.947)
C (0.710, 1.398, -0.238)
C (0.487, 0.021, -1.019)
C (-0.508, -0.415, 0.010)
C (0.220, -1.062, 1.181)
C (-0.677, 1.200, 0.257)
H (-1.512, -2.661, -0.391)
H (-0.971, 1.619, 1.310)
H (1.608, 0.992, 0.478)
H (-0.031, 0.022, -2.046)
H (0.989, 2.327, -0.890)
H (-1.405, 1.657, -0.449)
H (-0.263, -1.143, 2.083)

Summary:
Molecular weight   145.25 u
HOMO level   -8.76 eV

These are the Löwdin partial charges, in e, on atoms 1 to 6: S 0.85; S 0.77; N -0.26; C -0.19; C -0.55; C -0.87

Entry two
This record from the Open Molecules 2025 dataset describes one molecule with the formula C5H7NS2. The level of theory is ωB97M-V/def2-TZVPD.

CARTESIAN COORDINATES (ANGSTROEM)
S (-2.493, -1.207, 0.028)
S (-1.154, 1.469, -0.109)
N (3.213, -1.241, -0.116)
C (2.670, 0.091, 0.038)
C (0.636, 1.559, 0.134)
C (0.276, -0.790, 0.033)
C (-1.146, -0.325, -0.001)
C (1.191, 0.197, 0.062)
H (0.871, 1.993, 1.107)
H (2.994, 0.726, -0.819)
H (2.789, -1.692, -0.955)
H (1.053, 2.204, -0.631)
H (3.037, 0.585, 0.972)
H (2.871, -1.827, 0.658)
H (0.482, -1.879, 0.161)

Summary:
Molecular weight   145.25 u
HOMO level   -8.59 eV

These are the Löwdin partial charges, in e, on atoms 1 to 6: S 0.64; S 0.90; N -0.01; C -0.26; C -0.44; C -0.13

Computed stability ranking, most favorable first: entry two, entry one

Entry one
This record from the Open Molecules 2025 dataset describes one molecule with the formula C5H7NS2. The level of theory is ωB97M-V/def2-TZVPD.

CARTESIAN COORDINATES (ANGSTROEM)
S (2.297, -2.034, -1.338)
S (-1.439, 0.137, -1.852)
N (-0.367, -1.449, -2.030)
C (0.044, 0.761, 0.237)
C (-1.260, 0.182, -0.160)
C (0.035, -0.712, 0.249)
C (0.320, 1.352, 1.679)
C (0.648, -1.357, -1.021)
H (0.300, 2.587, 1.783)
H (0.367, 1.081, -0.752)
H (-0.181, -1.657, -2.980)
H (0.288, -1.149, 1.137)
H (1.283, 1.157, 2.007)
H (-0.286, 0.869, 2.413)
H (-2.049, 0.232, 0.628)

Summary:
Molecular weight   145.25 u
HOMO level   -8.48 eV

These are the Löwdin partial charges, in e, on atoms 1 to 6: S 0.46; S 0.94; N -0.19; C -0.35; C -0.54; C -0.21

Entry two
This record from the Open Molecules 2025 dataset describes one molecule with the formula C5H7NS2. The level of theory is ωB97M-V/def2-TZVPD.

CARTESIAN COORDINATES (ANGSTROEM)
S (2.807, 0.062, -0.471)
S (-2.108, -0.977, -0.320)
N (-0.466, -1.382, 0.152)
C (-1.345, 2.110, -0.017)
C (1.679, -0.321, 0.881)
C (0.248, -0.345, 0.355)
C (-0.438, 0.882, -0.137)
C (-1.871, 0.673, 0.298)
H (-1.423, 2.724, -0.897)
H (-1.325, 2.723, 0.921)
H (3.868, 0.235, 0.273)
H (1.977, -1.251, 1.346)
H (-0.408, 0.773, -1.271)
H (1.736, 0.539, 1.570)
H (-1.995, 0.587, 1.362)

Summary:
Molecular weight   145.25 u
HOMO level   -8.79 eV

These are the Löwdin partial charges, in e, on atoms 1 to 6: S 0.72; S 0.91; N -0.20; C -0.02; C -0.49; C -0.48

Computed stability ranking, most favorable first: entry one, entry two

Entry one
This record from the Open Molecules 2025 dataset describes one molecule with the formula C5H6OS. The level of theory is ωB97M-V/def2-TZVPD.

CARTESIAN COORDINATES (ANGSTROEM)
S (-3.257, -0.273, 0.065)
O (1.790, 0.440, 0.014)
C (-0.030, -1.158, -0.174)
C (-1.920, 0.593, -0.122)
C (0.523, 1.114, -0.026)
C (1.424, -1.029, 0.106)
C (-0.530, 0.056, -0.018)
H (-2.120, 1.650, -0.051)
H (0.561, 1.851, -0.803)
H (2.057, -1.550, -0.545)
H (0.323, 1.804, 0.902)
H (1.673, -1.405, 1.110)
H (-0.493, -2.093, -0.458)

Summary:
Molecular weight   114.17 u
HOMO level   -8.87 eV

These are the Löwdin partial charges, in e, on atoms 1 to 6: S 0.71; O -0.11; C 0.00; C -0.61; C -0.19; C -0.13

Entry two
This record from the Open Molecules 2025 dataset describes one molecule with the formula C5H6OS. The level of theory is ωB97M-V/def2-TZVPD.

CARTESIAN COORDINATES (ANGSTROEM)
S (1.997, -0.653, -0.357)
O (-1.832, -1.642, -0.321)
C (-1.054, 0.664, 0.046)
C (-0.891, -0.890, -0.210)
C (0.209, 1.490, 0.005)
C (1.452, 1.016, 0.021)
C (0.452, -1.652, -0.073)
H (-1.818, 1.124, -0.557)
H (0.329, -1.972, 0.980)
H (0.159, 2.608, 0.021)
H (0.357, -2.496, -0.687)
H (-1.542, 0.623, 1.112)
H (2.181, 1.780, 0.021)

Summary:
Molecular weight   114.17 u
HOMO level   -8.50 eV

These are the Löwdin partial charges, in e, on atoms 1 to 6: S 0.86; O 0.06; C -0.10; C -0.40; C -0.19; C -0.44

Computed stability ranking, most favorable first: entry two, entry one